49
Properties=species:S:1:pos:R:3 method="wB97M-V/def2-TZVPD" homo_lumo_gap_ev=10.1 charge=+1 homo_energy_ev=-12.64 de_lowest_kj_mol=111.0 spin_multiplicity=1
K -15.55 5.54 -12.20
C -14.65 9.10 -12.26
O -14.54 8.02 -13.16
H -13.84 8.90 -11.47
H -15.71 9.09 -11.94
H -14.40 10.11 -12.69
H -14.42 8.39 -14.06
C -15.61 7.85 -9.22
O -15.91 6.60 -9.80
H -14.66 7.90 -8.73
H -16.31 8.17 -8.55
H -15.58 8.67 -10.01
H -15.44 5.91 -9.24
C -16.05 2.23 -13.69
O -15.14 2.95 -12.88
H -15.57 1.54 -14.44
H -16.75 2.88 -14.21
H -16.80 1.58 -13.21
H -14.28 2.56 -12.98
C -12.58 6.05 -11.10
O -13.00 4.98 -11.89
H -12.25 5.61 -10.13
H -13.44 6.69 -10.93
H -11.85 6.75 -11.44
H -12.34 4.25 -11.88
C -17.14 6.85 -15.35
O -17.05 5.68 -14.46
H -17.90 6.73 -16.20
H -16.13 7.01 -15.67
H -17.37 7.70 -14.68
H -17.93 5.34 -14.25
C -13.42 5.70 -15.10
O -12.32 5.36 -15.92
H -13.91 4.92 -14.56
H -13.97 6.37 -15.76
H -13.07 6.35 -14.27
H -11.80 4.91 -15.26
C -18.22 8.44 -11.61
O -19.46 7.72 -12.05
H -17.40 7.78 -11.78
H -18.27 8.80 -10.58
H -18.21 9.27 -12.22
H -19.80 7.25 -11.34
C -18.41 4.74 -10.67
O -17.86 4.17 -11.84
H -17.90 4.33 -9.84
H -19.42 4.59 -10.57
H -18.18 5.77 -10.74
H -18.44 3.44 -12.12